No. 1
Here is one molecule with the formula H3N3O at a distorted geometry from the OMol25 dataset. Energies are from ωB97M-V/def2-TZVPD.

Values from the calculation:
LUMO level (spin up / spin down) (eV): 0.5 / 0.5
HOMO-LUMO gap (spin up / spin down) (eV): 9.94 / 9.94
DFT total energy (Eh): -241.16130
Energy above the lowest of the compared OMol25 structures with the same formula, charge and spin (kJ/mol): 294.92
Structure (SMILES): [H]/N=[N+](/N)[O-]

The geometry in ORCA input format:
```
! wB97M-V def2-TZVPD RIJCOSX def2/J DEFGRID3
* xyz 0 1
N -0.249 -1.282 0.066
N 0.820 0.684 -0.069
N -0.344 0.118 -0.040
O -1.435 0.676 0.020
H -1.161 -1.739 0.008
H 1.455 0.031 -0.376
H 0.914 1.512 0.390
*
```

No. 2
Here is one molecule with the formula H3N3O3S at a distorted geometry from the OMol25 dataset. Energies are from ωB97M-V/def2-TZVPD.

Values from the calculation:
LUMO level (eV): -0.1
HOMO-LUMO gap (eV): 9.71
DFT total energy (Eh): -789.66325
Energy above the lowest of the compared OMol25 structures with the same formula, charge and spin (kJ/mol): 529.11
Structure (SMILES): [H]/N=N/N(OO)OS

The geometry in ORCA input format:
```
! wB97M-V def2-TZVPD RIJCOSX def2/J DEFGRID3
* xyz 0 1
N -1.658 -1.208 0.175
N -0.419 -1.350 0.178
N 0.244 -0.517 -0.616
O -0.594 1.663 -0.128
O -0.330 0.605 -1.091
O 1.652 -0.495 -0.562
S 2.521 0.375 0.590
H -2.266 -1.898 0.799
H -1.261 1.256 0.429
H 2.112 1.568 0.226
*
```

No. 3
Here is a 2-piece molecular cluster, H3NO2 overall at a distorted geometry from the OMol25 dataset. Energies are from ωB97M-V/def2-TZVPD.

Values from the calculation:
LUMO level (eV): -1.7
HOMO-LUMO gap (eV): 8.81
DFT total energy (Eh): -206.89121
Energy above the lowest of the compared OMol25 structures with the same formula, charge and spin (kJ/mol): 99.86
Structure (SMILES): N=O.O

The geometry in ORCA input format:
```
! wB97M-V def2-TZVPD RIJCOSX def2/J DEFGRID3
* xyz 0 1
H -2.130 -0.483 0.574
H 1.369 0.730 0.055
H 0.960 -0.571 -0.061
N -1.512 -0.211 -0.277
O -0.547 0.607 -0.134
O 1.859 -0.071 -0.156
*
```

No. 4
Here is H3NO2S2 as an isolated structure at a distorted geometry from the OMol25 dataset. Energies are from ωB97M-V/def2-TZVPD.

Values from the calculation:
LUMO level (spin up / spin down) (eV): -2.2 / -2.2
HOMO-LUMO gap (spin up / spin down) (eV): 6.05 / 6.10
DFT total energy (Eh): -1003.25324
Energy above the lowest of the compared OMol25 structures with the same formula, charge and spin (kJ/mol): 244.69

The geometry in ORCA input format:
```
! wB97M-V def2-TZVPD RIJCOSX def2/J DEFGRID3
* xyz 0 1
N -1.290 -0.212 0.064
O 0.702 1.273 -0.170
O -0.450 -1.039 0.703
S 2.950 -0.659 -0.673
S 1.958 0.542 0.409
H -2.039 0.171 0.711
H -1.535 -0.669 -0.757
H -0.296 0.594 -0.287
*
```

No. 5
Here is a 2-piece molecular cluster, H3NO3P2 overall at a distorted geometry from the OMol25 dataset. Energies are from ωB97M-V/def2-TZVPD.

Values from the calculation:
LUMO level (eV): 7.6
HOMO-LUMO gap (eV): 6.40
DFT total energy (Eh): -964.99399
Energy above the lowest of the compared OMol25 structures with the same formula, charge and spin (kJ/mol): 93.44

The geometry in ORCA input format:
```
! wB97M-V def2-TZVPD RIJCOSX def2/J DEFGRID3
* xyz -2 1
N 0.312 0.492 0.271
O -0.968 -1.835 1.064
O -1.861 0.054 -0.624
O -0.081 -1.766 -1.301
P -0.945 1.455 -0.197
P -0.546 -0.991 -0.069
H 2.889 0.221 -0.552
H -1.510 2.204 1.214
H 2.711 0.166 0.192
*
```

No. 6
Here is H3NO3PS as an isolated structure at a distorted geometry from the OMol25 dataset. Energies are from ωB97M-V/def2-TZVPD.

Values from the calculation:
LUMO level (eV): 4.2
HOMO-LUMO gap (eV): 9.03
DFT total energy (Eh): -1021.83774
Energy above the lowest of the compared OMol25 structures with the same formula, charge and spin (kJ/mol): 132.68

The geometry in ORCA input format:
```
! wB97M-V def2-TZVPD RIJCOSX def2/J DEFGRID3
* xyz -1 1
N 0.811 1.024 -0.699
O -1.846 0.595 0.396
O -1.289 -1.457 1.561
O -0.719 -1.095 -0.820
P 1.087 0.390 0.823
S -0.909 -0.488 0.535
H 0.773 1.925 -1.013
H 0.187 0.243 -1.128
H 1.906 -1.137 0.345
*
```

No. 7
Here is a 2-piece molecular cluster, H3NO3Si overall at a distorted geometry from the OMol25 dataset. Energies are from ωB97M-V/def2-TZVPD.

Values from the calculation:
LUMO level (eV): -0.7
HOMO-LUMO gap (eV): 9.15
DFT total energy (Eh): -571.60987
Energy above the lowest of the compared OMol25 structures with the same formula, charge and spin (kJ/mol): 273.37

The geometry in ORCA input format:
```
! wB97M-V def2-TZVPD RIJCOSX def2/J DEFGRID3
* xyz 0 1
N -2.049 -0.189 0.132
O -2.398 -1.309 0.415
O -2.799 0.642 -0.294
O 0.627 -0.672 0.930
Si -0.335 0.417 0.273
H 1.607 -0.492 0.960
H -0.488 1.645 0.798
H -0.519 1.120 -1.896
*
```

No. 8
Here is a 2-piece molecular cluster, H3NO3Si overall at a distorted geometry from the OMol25 dataset. Energies are from ωB97M-V/def2-TZVPD.

Values from the calculation:
LUMO level (eV): -1.9
HOMO-LUMO gap (eV): 7.82
DFT total energy (Eh): -571.54569
Energy above the lowest of the compared OMol25 structures with the same formula, charge and spin (kJ/mol): 441.89

The geometry in ORCA input format:
```
! wB97M-V def2-TZVPD RIJCOSX def2/J DEFGRID3
* xyz 0 1
N 0.413 -1.592 -0.782
O -0.166 -0.928 0.237
O 0.992 -0.870 -1.610
O 0.467 -2.809 -0.745
Si -0.446 1.443 0.741
H 0.983 1.263 0.941
H -0.652 2.114 -0.512
H -1.590 1.378 1.731
*
```

No. 9
Here is H3NOP as an isolated structure at a distorted geometry from the OMol25 dataset. Energies are from ωB97M-V/def2-TZVPD.

Values from the calculation:
LUMO level (eV): 5.3
HOMO-LUMO gap (eV): 8.02
DFT total energy (Eh): -473.02218
Energy above the lowest of the compared OMol25 structures with the same formula, charge and spin (kJ/mol): 433.66

The geometry in ORCA input format:
```
! wB97M-V def2-TZVPD RIJCOSX def2/J DEFGRID3
* xyz -1 1
N 0.215 0.836 0.032
O 1.605 -0.194 -0.071
P -0.253 -0.793 0.230
H 0.303 1.145 0.987
H -0.192 -0.734 -1.222
H -1.678 -0.260 0.043
*
```

No. 10
Here is a 2-piece molecular cluster, H3NOPS overall at a distorted geometry from the OMol25 dataset. Energies are from ωB97M-V/def2-TZVPD.

Values from the calculation:
LUMO level (spin up / spin down) (eV): 4.1 / 3.6
HOMO-LUMO gap (spin up / spin down) (eV): 5.99 / 6.66
DFT total energy (Eh): -871.24936
Energy above the lowest of the compared OMol25 structures with the same formula, charge and spin (kJ/mol): 0.00

The geometry in ORCA input format:
```
! wB97M-V def2-TZVPD RIJCOSX def2/J DEFGRID3
* xyz -1 3
N -1.196 -0.266 -0.976
O -1.741 -0.895 0.062
P 1.771 -0.374 0.178
S 2.703 1.191 -0.349
H -1.053 -1.034 -1.658
H 1.453 -0.084 1.525
H -0.193 0.247 -0.575
*
```

No. 11
Here is a 2-piece molecular cluster, H3NOS overall at a distorted geometry from the OMol25 dataset. Energies are from ωB97M-V/def2-TZVPD.

Values from the calculation:
LUMO level (spin up / spin down) (eV): -1.1 / -1.1
HOMO-LUMO gap (spin up / spin down) (eV): 8.35 / 8.35
DFT total energy (Eh): -529.86063
Energy above the lowest of the compared OMol25 structures with the same formula, charge and spin (kJ/mol): 215.89

The geometry in ORCA input format:
```
! wB97M-V def2-TZVPD RIJCOSX def2/J DEFGRID3
* xyz 0 1
N 0.878 0.369 0.075
O -1.996 -0.923 0.022
S -1.486 0.631 -0.209
H 1.345 1.217 -0.143
H 0.836 -0.202 -0.704
H -1.903 -1.033 0.922
*
```

No. 12
Here is a 2-piece molecular cluster, H3NOS overall at a distorted geometry from the OMol25 dataset. Energies are from ωB97M-V/def2-TZVPD.

Values from the calculation:
LUMO level (spin up / spin down) (eV): -1.1 / -1.1
HOMO-LUMO gap (spin up / spin down) (eV): 8.05 / 8.05
DFT total energy (Eh): -529.85113
Energy above the lowest of the compared OMol25 structures with the same formula, charge and spin (kJ/mol): 240.81

The geometry in ORCA input format:
```
! wB97M-V def2-TZVPD RIJCOSX def2/J DEFGRID3
* xyz 0 1
N 1.283 0.399 0.032
O -1.630 -0.892 -0.021
S -1.148 0.638 -0.229
H 1.774 1.243 -0.144
H 1.414 -0.320 -0.657
H -1.693 -1.069 1.019
*
```

No. 13
Here is a 2-piece molecular cluster, H3NOS overall at a distorted geometry from the OMol25 dataset. Energies are from ωB97M-V/def2-TZVPD.

Values from the calculation:
LUMO level (spin up / spin down) (eV): 0.8 / -1.5
HOMO-LUMO gap (spin up / spin down) (eV): 10.61 / 8.34
DFT total energy (Eh): -529.91311
Energy above the lowest of the compared OMol25 structures with the same formula, charge and spin (kJ/mol): 0.00

The geometry in ORCA input format:
```
! wB97M-V def2-TZVPD RIJCOSX def2/J DEFGRID3
* xyz 0 3
N 1.024 -0.235 0.325
O -2.012 0.641 0.003
S -2.080 -0.627 -0.769
H 1.852 -0.144 -0.363
H 0.112 -0.204 -0.181
H 1.104 0.569 0.986
*
```

No. 14
Here is H3NOS2 as an isolated structure at a distorted geometry from the OMol25 dataset. Energies are from ωB97M-V/def2-TZVPD.

Values from the calculation:
LUMO level (eV): 0.4
HOMO-LUMO gap (eV): 9.82
DFT total energy (Eh): -928.01222
Energy above the lowest of the compared OMol25 structures with the same formula, charge and spin (kJ/mol): 327.44

The geometry in ORCA input format:
```
! wB97M-V def2-TZVPD RIJCOSX def2/J DEFGRID3
* xyz 0 1
N -0.353 -0.787 0.087
O 0.690 -0.226 0.958
S -1.576 0.481 0.029
S 2.060 -0.048 0.028
H -1.010 -1.564 0.885
H -1.310 1.212 -1.135
H 1.500 0.934 -0.851
*
```

No. 15
Here is one molecule with the formula H3NP2S at a distorted geometry from the OMol25 dataset. Energies are from ωB97M-V/def2-TZVPD.

Values from the calculation:
LUMO level (eV): 0.2
HOMO-LUMO gap (eV): 7.41
DFT total energy (Eh): -1137.35879
Energy above the lowest of the compared OMol25 structures with the same formula, charge and spin (kJ/mol): 257.57
Structure (SMILES): N1P2S[PH2]12

The geometry in ORCA input format:
```
! wB97M-V def2-TZVPD RIJCOSX def2/J DEFGRID3
* xyz 0 1
N -0.232 0.933 0.630
P 1.354 1.143 -0.439
P -0.206 -0.453 -0.134
S 1.687 -1.097 0.136
H -1.126 1.422 0.653
H -0.727 -0.386 -1.406
H -0.749 -1.562 0.560
*
```

No. 16
Here is one molecule with the formula H3O at a distorted geometry from the OMol25 dataset. Energies are from ωB97M-V/def2-TZVPD.

Values from the calculation:
LUMO level (spin up / spin down) (eV): 1.2 / 0.4
HOMO-LUMO gap (spin up / spin down) (eV): 6.93 / 15.78
DFT total energy (Eh): -76.88581
Energy above the lowest of the compared OMol25 structures with the same formula, charge and spin (kJ/mol): 30.10

The geometry in ORCA input format:
```
! wB97M-V def2-TZVPD RIJCOSX def2/J DEFGRID3
* xyz 0 2
O -0.021 -0.065 0.382
H -0.775 -0.049 -0.391
H 0.335 0.975 0.064
H 0.461 -0.861 -0.055
*
```

No. 17
Here is an isolated ion of composition H3O and charge +1 at a distorted geometry from the OMol25 dataset. Energies are from ωB97M-V/def2-TZVPD.

Values from the calculation:
LUMO level (eV): -6.2
HOMO-LUMO gap (eV): 17.85
DFT total energy (Eh): -76.67896
Energy above the lowest of the compared OMol25 structures with the same formula, charge and spin (kJ/mol): 63.80

The geometry in ORCA input format:
```
! wB97M-V def2-TZVPD RIJCOSX def2/J DEFGRID3
* xyz 1 1
O -0.218 0.164 -0.266
H 0.262 0.875 0.250
H 0.609 -0.538 -0.299
H -0.654 -0.500 0.316
*
```

No. 18
Here is a 2-piece molecular cluster, H3O2 overall at a distorted geometry from the OMol25 dataset. Energies are from ωB97M-V/def2-TZVPD.

Values from the calculation:
LUMO level (eV): 4.6
HOMO-LUMO gap (eV): 7.07
DFT total energy (Eh): -152.24341
Energy above the lowest of the compared OMol25 structures with the same formula, charge and spin (kJ/mol): 103.55

The geometry in ORCA input format:
```
! wB97M-V def2-TZVPD RIJCOSX def2/J DEFGRID3
* xyz -1 1
O 0.347 -0.979 0.007
H 0.359 -1.664 0.772
O -0.414 1.763 -0.132
H -0.280 0.962 -0.733
H -0.012 -0.083 0.086
*
```

No. 19
Here is a 2-piece molecular cluster, H3O2 overall at a distorted geometry from the OMol25 dataset. Energies are from ωB97M-V/def2-TZVPD.

Values from the calculation:
LUMO level (eV): 5.5
HOMO-LUMO gap (eV): 8.48
DFT total energy (Eh): -152.26752
Energy above the lowest of the compared OMol25 structures with the same formula, charge and spin (kJ/mol): 40.25

The geometry in ORCA input format:
```
! wB97M-V def2-TZVPD RIJCOSX def2/J DEFGRID3
* xyz -1 1
O -0.105 1.286 0.009
H 0.320 1.446 -0.745
H 0.027 0.250 0.178
O 0.009 -1.279 -0.095
H -0.250 -1.702 0.653
*
```

No. 20
Here is H3O2PS2 as an isolated structure at a distorted geometry from the OMol25 dataset. Energies are from ωB97M-V/def2-TZVPD.

Values from the calculation:
LUMO level (eV): 0.4
HOMO-LUMO gap (eV): 10.07
DFT total energy (Eh): -1290.04942
Energy above the lowest of the compared OMol25 structures with the same formula, charge and spin (kJ/mol): 85.14

The geometry in ORCA input format:
```
! wB97M-V def2-TZVPD RIJCOSX def2/J DEFGRID3
* xyz 0 1
O -0.627 1.468 -0.285
O 0.229 -0.008 1.669
P 0.272 -0.097 0.117
S 2.025 -0.132 -0.677
S -1.097 -1.600 -0.244
H -0.273 1.724 -1.124
H -0.464 0.547 1.679
H -0.064 -1.902 -1.135
*
```